(1)
# C30H54O11P4

3 unconnected molecules or ions with the total composition C30H54O11P4 at a distorted geometry (ωB97M-V/def2-TZVPD, the Open Molecules 2025 dataset).

Last column: Löwdin charge in e.
Geometry (Å):
C1 1.672 -1.990 -1.724  -0.1387
C2 1.787 -0.508 -1.313  -0.4015
P1 2.796 0.687 -2.310  0.9846
C3 4.150 -0.185 -3.203  -0.2671
C4 1.691 1.376 -3.634  -0.2813
C5 1.510 2.772 -3.690  -0.3668
P2 2.287 4.042 -2.583  0.8552
C6 1.179 3.929 -1.131  -0.2881
O1 3.797 3.581 -2.120  -0.3702
C7 0.662 3.355 -4.622  -0.1027
C8 -0.049 2.586 -5.524  0.0020
C9 0.109 1.217 -5.472  -0.1030
C10 0.977 0.608 -4.565  -0.0839
C11 1.052 -0.886 -4.686  -0.3296
O2 2.071 -1.534 -4.724  0.1077
C12 -0.279 -1.546 -4.889  0.0681
C13 -1.123 -0.954 -5.729  -0.1433
C14 -2.508 -1.442 -6.038  -0.1166
C15 -3.602 -0.737 -5.217  -0.4046
C16 -3.501 -1.052 -3.723  -0.0780
C17 -3.574 0.789 -5.379  -0.0639
C18 -0.677 0.325 -6.387  -0.3074
O3 -0.928 0.598 -7.537  0.1332
H1 1.498 -2.571 -0.813  0.0560
H2 2.541 -2.429 -2.202  0.0585
H3 0.759 -2.113 -2.304  0.0473
H4 2.175 -0.469 -0.295  0.0539
H5 0.776 -0.097 -1.265  0.0687
H6 4.155 0.144 -4.240  0.0424
H7 5.090 0.112 -2.741  0.0255
H8 4.055 -1.268 -3.192  0.0193
H9 1.124 2.921 -0.706  0.0209
H10 1.449 4.643 -0.353  0.0354
H11 0.170 4.186 -1.459  0.0450
H12 3.775 3.279 -1.204  0.0238
H13 0.526 4.430 -4.639  0.0955
H14 -0.730 3.001 -6.254  0.1267
H15 -0.544 -2.451 -4.359  0.1298
H16 -2.723 -1.408 -7.106  0.1257
H17 -2.548 -2.500 -5.760  0.1188
H18 -4.571 -1.092 -5.580  0.1321
H19 -3.602 -2.112 -3.494  0.0789
H20 -4.328 -0.542 -3.223  0.0786
H21 -2.591 -0.618 -3.304  0.0749
H22 -2.715 1.161 -4.807  0.0755
H23 -4.452 1.279 -4.965  0.0820
H24 -3.374 1.081 -6.410  0.0812
C19 0.522 2.656 3.651  -0.0795
C20 -0.344 2.881 2.425  -0.2750
O4 -1.551 3.590 2.723  -0.1878
P3 -1.451 5.136 3.191  0.4864
O5 -0.958 5.924 2.046  -0.2212
O6 -3.024 5.535 3.249  -0.2310
C21 -3.591 6.534 2.404  -0.2776
C22 -4.135 5.928 1.127  -0.0709
O7 -1.314 4.900 4.760  -0.1941
C23 -2.261 5.306 5.767  -0.2469
C24 -3.367 4.290 5.935  -0.0677
H25 0.895 3.602 4.052  0.0699
H26 1.382 2.034 3.399  0.0788
H27 -0.048 2.171 4.442  0.0807
H28 0.212 3.422 1.655  0.0918
H29 -0.641 1.920 2.007  0.1185
H30 -2.874 7.326 2.195  0.1068
H31 -4.404 6.994 2.970  0.1176
H32 -3.394 5.298 0.637  0.0746
H33 -4.451 6.710 0.436  0.0779
H34 -5.000 5.299 1.348  0.0757
H35 -2.641 6.304 5.562  0.1146
H36 -1.698 5.375 6.699  0.1189
H37 -3.835 4.025 4.991  0.0727
H38 -4.135 4.685 6.601  0.0828
H39 -2.976 3.365 6.362  0.0793
C25 4.762 -4.401 4.772  -0.0857
C26 4.656 -5.265 3.530  -0.2816
O8 3.325 -5.735 3.297  -0.1959
P4 2.161 -4.666 2.903  0.5711
O9 2.441 -4.348 1.472  -0.2293
O10 0.922 -5.710 2.599  -0.2616
C27 0.305 -5.842 1.324  -0.2861
C28 0.968 -6.927 0.500  -0.0716
O11 1.619 -4.445 4.403  -0.2083
C29 0.314 -4.778 4.916  -0.2498
C30 0.240 -6.222 5.357  -0.0658
H40 4.200 -3.470 4.656  0.0687
H41 5.803 -4.143 4.969  0.0790
H42 4.355 -4.920 5.640  0.0806
H43 5.009 -4.719 2.650  0.1131
H44 5.278 -6.152 3.642  0.1181
H45 0.291 -4.892 0.792  0.0990
H46 -0.739 -6.107 1.510  0.1169
H47 2.048 -6.794 0.459  0.0743
H48 0.572 -6.934 -0.516  0.0768
H49 0.779 -7.905 0.946  0.0751
H50 -0.462 -4.521 4.200  0.1140
H51 0.160 -4.135 5.784  0.1175
H52 0.583 -6.911 4.591  0.0726
H53 -0.789 -6.478 5.613  0.0834
H54 0.870 -6.387 6.233  0.0798

Values from the calculation:
Gap between HOMO and LUMO (eV): 7.3
Energy relative to the best compared isomer or geometry (same formula, charge and spin) (eV): 0.000
Highest occupied orbital energy (eV): -7.8
Calculated total energy (hartree): -3368.64544
Structure (SMILES): CCP(C)c1c(P(C)O)ccc2c1C(=O)C=C(CC(C)C)C2=O.CCOP(=O)(OCC)OCC.CCOP(=O)(OCC)OCC


(2)
# C30H55Cl7N10

12 unconnected molecules or ions with the total composition C30H55Cl7N10 at a distorted geometry (ωB97M-V/def2-TZVPD, the Open Molecules 2025 dataset).

Last column: Löwdin charge in e.
Geometry (Å):
C1 -12.320 8.325 -15.770  -0.1120
C2 -12.025 8.158 -17.268  -0.1649
N1 -13.287 8.331 -17.991  -0.0578
C3 -14.024 9.453 -17.969  -0.0777
C4 -15.187 9.204 -18.623  -0.0393
N2 -15.127 7.899 -19.061  -0.0567
C5 -13.962 7.368 -18.617  -0.0145
C6 -16.183 7.138 -19.734  -0.1046
H1 -13.189 7.769 -15.420  0.0887
H2 -12.514 9.362 -15.499  0.0194
H3 -11.414 8.010 -15.250  0.0725
H4 -11.650 7.157 -17.463  0.1123
H5 -11.306 8.954 -17.453  0.1148
H6 -13.713 10.454 -17.722  0.1296
H7 -15.944 9.852 -19.042  0.0795
H8 -13.654 6.365 -18.843  0.1549
H9 -15.731 6.609 -20.585  0.0753
H10 -17.040 7.775 -19.934  -0.0546
H11 -16.458 6.243 -19.171  0.0254
C7 -18.461 18.017 -12.430  -0.0734
C8 -17.645 16.850 -11.893  -0.1690
N3 -16.699 16.370 -12.887  -0.0409
C9 -15.503 16.958 -13.292  -0.0288
C10 -14.842 16.064 -14.046  -0.0266
N4 -15.623 14.921 -14.196  -0.0453
C11 -16.744 15.196 -13.509  0.0169
C12 -15.231 13.740 -14.952  0.0126
H12 -19.054 17.718 -13.295  0.0485
H13 -17.815 18.769 -12.897  0.0673
H14 -19.147 18.432 -11.696  0.0752
H15 -18.317 16.016 -11.645  0.1393
H16 -17.174 17.058 -10.931  0.1222
H17 -15.243 17.918 -12.882  0.1235
H18 -13.897 16.186 -14.545  0.1267
H19 -17.571 14.499 -13.381  0.1818
H20 -14.869 13.044 -14.187  0.1097
H21 -14.226 13.853 -15.370  0.0953
H22 -15.974 13.494 -15.702  0.0671
C13 -24.684 11.002 -16.325  -0.0467
C14 -25.124 12.041 -17.370  -0.1476
N5 -24.416 11.846 -18.626  -0.0472
C15 -23.117 12.213 -18.902  0.0325
C16 -22.826 11.703 -20.131  0.0093
N6 -24.016 11.400 -20.735  -0.0884
C17 -24.954 11.441 -19.763  -0.0320
C18 -24.251 10.965 -22.123  0.0184
H23 -25.322 10.801 -15.465  0.0828
H24 -23.750 11.208 -15.790  0.0872
H25 -24.436 10.062 -16.824  0.0839
H26 -25.080 13.064 -17.004  0.1365
H27 -26.163 11.875 -17.661  0.1132
H28 -22.389 12.435 -18.136  0.1449
H29 -21.894 11.444 -20.616  0.1376
H30 -25.967 11.148 -19.984  0.1628
H31 -24.921 11.677 -22.594  0.0922
H32 -24.706 9.977 -22.109  0.0989
H33 -23.319 10.896 -22.673  0.1000
C19 -21.251 17.239 -24.547  -0.0626
C20 -19.998 16.490 -24.123  -0.2032
N7 -19.482 16.836 -22.812  -0.0452
C21 -18.565 17.827 -22.483  -0.0298
C22 -18.004 17.587 -21.275  0.0123
N8 -18.429 16.320 -20.914  -0.0308
C23 -19.386 15.967 -21.765  0.0056
C24 -17.897 15.589 -19.772  -0.0965
H34 -21.036 18.304 -24.554  0.0771
H35 -22.087 16.980 -23.902  0.0801
H36 -21.441 16.846 -25.547  0.0796
H37 -19.206 16.589 -24.875  0.1309
H38 -20.094 15.402 -24.162  0.1271
H39 -18.363 18.581 -23.227  0.1278
H40 -17.263 18.128 -20.716  0.1375
H41 -19.723 14.940 -21.764  0.1691
H42 -18.691 15.363 -19.074  0.0237
H43 -17.015 16.098 -19.390  0.1249
H44 -17.401 14.657 -20.075  0.0777
C25 -18.615 13.964 -18.596  -0.2330
C26 -19.031 12.566 -18.190  -0.1672
N9 -18.427 12.014 -17.012  -0.0342
C27 -18.832 12.048 -15.694  -0.0238
C28 -17.941 11.248 -15.027  0.0194
N10 -16.869 10.966 -15.885  -0.0381
C29 -17.236 11.473 -17.069  -0.2052
C30 -15.726 10.091 -15.661  -0.0539
H45 -19.123 14.226 -19.522  0.0664
H46 -17.544 13.960 -18.817  -0.0674
H47 -18.868 14.709 -17.869  0.0196
H48 -18.634 11.926 -18.989  0.0265
H49 -20.101 12.387 -18.278  0.1008
H50 -19.812 12.439 -15.452  0.0432
H51 -17.848 10.938 -13.995  0.1327
H52 -16.581 11.411 -17.925  -0.0207
H53 -15.681 9.228 -16.321  0.0418
H54 -15.811 9.612 -14.682  0.0450
H55 -14.827 10.703 -15.732  0.0614
Cl1 -13.588 9.756 -12.837  -0.6919
Cl2 -17.592 7.413 -12.989  -0.9032
Cl3 -18.651 9.461 -19.819  -0.4440
Cl4 -20.164 16.011 -15.819  -0.7204
Cl5 -17.601 6.832 -16.713  -0.6333
Cl6 -15.574 13.123 -18.631  -0.1449
Cl7 -21.314 12.723 -13.125  -0.8115

Values from the calculation:
Gap between HOMO and LUMO (eV): 1.0
Highest occupied orbital energy (eV): 0.6
Calculated total energy (hartree): -4944.68336
Charge: -2